Density functional theory data (wB97M-V/def2-TZVPD) for an isolated ion of composition C5H11N3 and charge +2 at a distorted geometry.

Computed properties:
- electronic energy (eV) = -9810.3774
- HOMO-LUMO gap (spin up / spin down) (eV) = 8.2 / 8.4
- F_max (hartree/bohr) = 0.139
- SMILES string = C=C=[N+]=CCN(C)[NH3+]
- 2S+1 = 1
- charge = +2
- relative energy (zero: lowest compared OMol25 entry of this formula, charge and spin) (kcal/mol) = 174.5

Geometry (Å):
1 C 4.803 0.274 0.186
2 C 3.225 0.063 0.070
3 N 2.065 -0.169 0.076
4 C 0.834 -0.452 0.152
5 C -0.225 0.638 -0.134
6 N -1.615 0.171 -0.061
7 C -2.292 -0.339 -1.211
8 N -2.440 0.025 1.079
9 H 5.198 1.279 0.150
10 H 5.361 -0.703 0.250
11 H 0.550 -1.482 0.188
12 H -0.062 1.344 0.773
13 H -0.037 0.981 -1.107
14 H -1.682 -0.370 -2.096
15 H -2.509 -1.480 -1.013
16 H -3.259 0.226 -1.475
17 H -3.185 0.775 1.135
18 H -1.900 0.097 2.044
19 H -2.830 -0.880 0.996

From a Mulliken analysis of the wavefunction, the atomic charges in e read: number 1, C, carries -0.517; number 2, C, carries 0.550; number 3, N, carries 0.020; number 4, C, carries -0.189; number 5, C, carries -0.615; number 6, N, carries 0.052; number 7, C, carries -1.026; number 8, N, carries -0.363; number 9, H, carries 0.324; number 10, H, carries 0.300; number 11, H, carries 0.431; number 12, H, carries 0.368; number 13, H, carries 0.427; number 14, H, carries 0.376; number 15, H, carries 0.383; number 16, H, carries 0.320; number 17, H, carries 0.386; number 18, H, carries 0.406; number 19, H, carries 0.366

***

Density functional theory data (wB97M-V/def2-TZVPD) for C5H11N3 as an isolated structure at a distorted geometry.

Computed properties:
- electronic energy (eV) = -9807.3820
- HOMO-LUMO gap (spin up / spin down) (eV) = 7.0 / 8.2
- F_max (hartree/bohr) = 0.269
- 2S+1 = 3
- charge = +2
- relative energy (zero: lowest compared OMol25 entry of this formula, charge and spin) (kcal/mol) = 70.1

Geometry (Å):
1 C -1.389 -0.538 1.338
2 C -1.631 -0.735 0.090
3 C 0.084 -0.575 1.681
4 C -0.099 0.670 -1.830
5 C 1.395 0.826 -0.066
6 N 0.405 1.510 -0.890
7 N -0.272 -0.785 -0.698
8 N 0.747 -0.481 0.260
9 H -2.352 -0.488 2.001
10 H -2.532 -0.786 -0.450
11 H 0.587 0.143 2.336
12 H 0.318 -1.570 2.133
13 H -1.073 1.046 -2.244
14 H 0.508 0.167 -2.517
15 H 2.370 0.762 -0.471
16 H 1.700 1.483 0.782
17 H -0.143 2.204 -0.456
18 H -0.177 -1.723 -1.207
19 H 1.555 -1.130 0.207

From a Mulliken analysis of the wavefunction, the atomic charges in e read: number 1, C, carries -0.440; number 2, C, carries -0.318; number 3, C, carries -0.359; number 4, C, carries -0.225; number 5, C, carries -0.621; number 6, N, carries -0.122; number 7, N, carries -0.295; number 8, N, carries 0.073; number 9, H, carries 0.404; number 10, H, carries 0.593; number 11, H, carries 0.385; number 12, H, carries 0.342; number 13, H, carries 0.374; number 14, H, carries 0.319; number 15, H, carries 0.366; number 16, H, carries 0.414; number 17, H, carries 0.301; number 18, H, carries 0.385; number 19, H, carries 0.425